No. 1
Below is a cluster of 2 separate species, C2H7NS2 in total at a distorted geometry, with properties calculated with ωB97M-V with the def2-TZVPD basis set.

The geometry in XYZ format:
```
12
Properties=species:S:1:pos:R:3:forces:R:3:nbo_charge:R:1
C -0.888132 -0.786671 1.593650 -0.6 0.4 -1.4 -0.479
C -1.439587 -0.934066 0.356279 1.2 0.2 1.1 0.006
N -1.429716 0.054701 -0.626487 0.9 -0.4 -0.7 -0.890
H -0.170122 0.012962 1.753708 -0.7 0.5 0.3 0.186
H -1.306556 -1.293097 2.447394 0.8 -1.0 0.0 0.210
H -1.625530 -1.941149 -0.015974 -1.5 0.1 0.5 0.192
H -0.638189 0.673325 -0.680155 -0.3 0.3 0.3 0.382
H -2.298773 0.375351 -1.006792 0.0 -0.1 0.0 0.388
S 1.709681 0.447256 -1.625566 0.6 0.5 0.0 -0.124
S 3.362229 1.278990 -0.624056 0.1 -0.5 0.0 -0.135
H 1.445396 1.713487 -1.942531 -0.7 0.0 -0.4 0.133
H 3.279298 0.398912 0.370529 0.1 0.0 0.3 0.132
```
Forces are in eV/Å.

ΔE to the lowest compared entry with this formula, charge and spin, kJ/mol: 195.1
Structure (SMILES): C=CN.SS
Calculated total energy, Ha: -931.4493
Total charge: 0
Kohn-Sham gap, eV: 8.374
Spin multiplicity: 1


No. 2
Below is a cluster of 2 separate species, C6H13PS in total at a distorted geometry, with properties calculated with ωB97M-V with the def2-TZVPD basis set.

The geometry in XYZ format:
```
21
Properties=species:S:1:pos:R:3:forces:R:3:nbo_charge:R:1
C -1.874529 -3.677668 2.240719 -0.3 4.0 0.5 -0.362
C -1.445912 -3.424630 1.005465 -0.1 -1.7 -0.2 -0.542
P -1.235286 -1.743721 0.363731 0.6 -0.2 0.9 0.680
C 0.670248 -1.835214 0.398830 -1.9 0.2 -1.5 -0.896
S -1.549803 -2.027619 -1.729038 1.3 0.0 -0.2 -0.322
H -2.177417 -2.717613 2.844595 0.4 -2.1 -0.9 0.188
H -1.857743 -4.584573 2.773139 -0.1 -1.1 0.2 0.206
H -1.122852 -4.284848 0.375224 -0.1 0.7 0.3 0.214
H 0.964154 -2.845353 0.173450 0.2 -0.3 -0.8 0.224
H 0.879334 -1.090472 -0.394800 0.9 -0.4 0.7 0.232
H 1.056229 -1.690222 1.381304 0.1 1.0 0.7 0.238
H -2.816944 -2.296076 -1.578277 -1.0 -0.1 0.1 0.140
C 0.850089 2.343485 -0.577959 -0.2 -3.2 0.9 -0.394
C 1.694209 3.316966 -0.735855 -0.9 2.7 -0.1 -0.173
C 1.217889 4.708249 -1.279434 -0.4 -3.0 0.8 -0.634
H -0.079078 2.149224 -1.059521 -0.8 0.8 -0.5 0.190
H 1.076244 1.464715 0.066942 0.3 0.7 -0.5 0.183
H 2.562970 3.259097 -0.134948 1.1 0.2 0.2 0.191
H 0.137773 4.604225 -1.247056 -0.2 0.5 -0.1 0.210
H 1.494571 4.917418 -2.266997 0.7 0.3 -1.4 0.211
H 1.555853 5.454629 -0.619515 0.3 1.1 0.7 0.213
```
Forces are in eV/Å.

ΔE to the lowest compared entry with this formula, charge and spin, kJ/mol: 105.0
Structure (SMILES): C=CP(C)S.C=CC
Calculated total energy, Ha: -975.8641
Total charge: 0
Kohn-Sham gap, eV: 9.462
Spin multiplicity: 1


No. 3
Below is a cluster of 2 separate species, C4H10IP in total at a distorted geometry, with properties calculated with ωB97M-V with the def2-TZVPD basis set.

The geometry in XYZ format:
```
16
Properties=species:S:1:pos:R:3:forces:R:3:lowdin_spin:R:1
C -0.636673 1.736834 -1.055256 -0.2 -2.5 1.7 0.049
C 0.514251 1.081130 1.548775 1.1 -1.1 -0.2 0.036
C 0.725484 1.055525 -0.966401 -4.3 1.8 2.9 0.254
C 1.215786 0.808646 0.231879 -1.1 -1.0 2.3 0.478
P -0.700112 -3.657502 -0.263422 1.8 -0.4 1.0 0.000
I 3.370886 0.430758 0.198986 2.7 -0.3 -0.1 1.129
H -0.964516 1.682101 -2.049389 -0.9 0.0 -1.3 0.003
H -0.480553 2.739916 -0.788228 -0.1 1.6 0.4 0.012
H -1.403143 1.252925 -0.307319 1.4 1.0 -1.6 0.008
H 1.284284 1.115847 2.361047 -0.5 0.5 -0.6 0.008
H 0.002146 2.039305 1.386069 -0.4 -0.5 1.0 0.011
H -0.062997 0.160548 1.871545 -0.1 1.4 -0.7 0.000
H 1.224743 1.014332 -1.814541 2.6 -0.8 -3.9 0.013
H -1.109568 -5.011524 -0.095055 0.0 0.3 0.5 0.000
H -1.690180 -3.434711 -1.129074 -1.6 0.6 -1.2 0.000
H -1.289839 -3.014124 0.870387 -0.2 -0.5 -0.3 0.000
```
Forces are in eV/Å.

ΔE to the lowest compared entry with this formula, charge and spin, kJ/mol: 305.5
Calculated total energy, Ha: -797.2167
Total charge: 0
Kohn-Sham gap (alpha / beta), eV: 5.699 / 6.514
Spin multiplicity: 3


No. 4
Below is a cluster of 9 separate species, BH20O8 in total at a distorted geometry, with properties calculated with ωB97M-V with the def2-TZVPD basis set.

The geometry in XYZ format:
```
29
Properties=species:S:1:pos:R:3:forces:R:3:nbo_charge:R:1
B -3.803680 13.087660 24.997847 -0.1 -0.3 -0.3 -0.947
H -4.720226 12.524685 25.083041 -3.0 -2.1 0.0 -0.009
H -2.935832 12.463006 24.853309 2.9 -2.6 -0.8 0.014
H -3.883993 13.888274 24.278965 -0.3 2.8 -2.7 0.019
H -3.626720 13.485569 25.985061 0.6 2.0 3.2 -0.017
O -4.083345 10.624741 26.657449 -0.2 -1.0 0.2 -0.979
H -3.983226 11.365915 26.060057 0.1 0.4 -0.2 0.499
H -3.296676 10.647711 27.202302 0.1 0.1 0.1 0.470
O -1.520731 14.689844 25.143589 1.2 0.8 -0.2 -0.980
H -2.231017 14.048329 25.130335 -0.4 -0.2 0.1 0.513
H -1.215098 14.690790 26.050683 0.0 0.0 0.2 0.453
O -6.366748 11.260022 23.975122 -0.5 -0.3 -0.6 -0.956
H -6.919810 10.887070 24.661613 -0.1 0.0 0.2 0.467
H -5.473800 11.158024 24.304469 0.3 0.1 0.1 0.489
O -6.266049 14.542638 25.285418 -0.9 0.7 0.5 -0.984
H -6.498238 14.603409 24.358799 0.0 -0.1 -0.3 0.475
H -5.589041 13.866814 25.319360 0.2 -0.2 0.0 0.497
O -4.182505 13.040638 28.222114 0.0 -0.2 1.2 -0.962
H -4.197010 13.287795 27.297488 0.0 0.0 -0.6 0.491
H -3.989810 13.855768 28.685418 0.0 0.2 0.1 0.450
O -2.409241 11.959281 22.439431 0.2 -0.5 -0.6 -0.967
H -2.509588 12.566671 23.172394 -0.3 0.2 0.7 0.505
H -1.882174 12.439126 21.800537 0.1 0.1 -0.2 0.455
O -0.750610 10.986285 25.527906 0.2 -0.2 0.4 -0.941
H -1.176620 10.464496 24.847851 -0.3 0.0 -0.2 0.478
H -0.047419 11.447849 25.071051 0.1 0.2 -0.1 0.465
O -5.866733 13.951298 22.300105 -0.3 0.5 -0.4 -0.966
H -6.188338 13.245967 21.738577 -0.1 -0.2 0.0 0.467
H -5.235631 13.526659 22.881147 0.4 -0.2 0.4 0.498
```
Forces are in eV/Å.

ΔE to the lowest compared entry with this formula, charge and spin, kJ/mol: 179.8
Calculated total energy, Ha: -638.7286
Total charge: -1
Kohn-Sham gap, eV: 9.790
Spin multiplicity: 1


No. 5
Below is a cluster of 3 separate species, C2H13N2O2 in total at a distorted geometry, with properties calculated with ωB97M-V with the def2-TZVPD basis set.

The geometry in XYZ format:
```
19
Properties=species:S:1:pos:R:3:forces:R:3:nbo_charge:R:1
N -1.009268 -0.313734 0.763519 2.4 -3.2 -0.6 -0.699
C 0.217703 0.238186 0.002216 -0.9 1.0 -0.8 -0.241
C -0.522079 1.299604 -1.164033 1.0 -2.0 3.0 -0.213
N -1.074665 2.343438 -0.294438 3.3 -0.4 -0.1 -0.873
H -1.321859 -1.168082 0.197965 0.6 1.0 1.4 0.447
H -0.814001 -0.563300 1.780023 -0.4 0.4 -1.7 0.466
H -1.705102 0.345498 0.613455 -1.9 2.0 0.6 0.430
H 0.749997 0.927134 0.682784 -0.3 -0.5 -0.3 0.219
H 0.844784 -0.652407 -0.263018 -0.7 1.1 -0.2 0.261
H 0.332913 1.607853 -1.781942 -0.8 -0.1 -0.3 0.223
H -1.355959 0.755258 -1.591466 0.4 -0.2 -0.9 0.196
H -0.313596 3.036815 -0.341205 -1.2 0.2 0.8 0.385
H -1.934885 2.751187 -0.516741 -1.3 0.6 -0.9 0.390
H 1.675807 -0.337020 3.231222 1.6 0.2 -0.3 0.506
H 2.669507 -1.193437 2.023199 -1.8 1.5 2.3 0.524
O 1.839083 -1.039301 2.596280 0.1 -1.6 -1.9 -1.025
H 0.160865 -2.352582 -2.525694 -0.2 0.3 -0.1 0.479
H 1.013800 -3.239406 -1.761421 1.3 -1.9 0.2 0.483
O 0.546957 -2.445704 -1.650706 -1.1 1.6 0.0 -0.956
```
Forces are in eV/Å.

ΔE to the lowest compared entry with this formula, charge and spin, kJ/mol: 202.4
Calculated total energy, Ha: -343.6994
Total charge: +1
Kohn-Sham gap, eV: 10.779
Spin multiplicity: 1


No. 6
Below is an isolated molecule of C5H9N3 at a distorted geometry, with properties calculated with ωB97M-V with the def2-TZVPD basis set.

The geometry in XYZ format:
```
17
Properties=species:S:1:pos:R:3:forces:R:3:nbo_charge:R:1
H 1.488573 -0.930955 3.401670 -3.0 1.2 -1.7 0.303
N 0.632038 -0.634831 2.671077 6.5 -1.4 1.3 -0.658
C 1.288827 -0.718931 1.502691 -4.8 -0.1 3.5 0.224
N 0.301083 -0.468492 0.554168 0.4 2.1 -0.4 -0.457
C 0.557368 -0.786772 -0.797565 -0.1 -0.3 -2.8 -0.259
C -0.662107 -0.312494 -1.585973 -5.3 1.2 2.3 -0.121
N -1.304787 0.947613 -2.260197 -1.8 -4.0 3.2 -0.554
C -0.870075 1.004755 -0.786203 3.3 2.6 -3.8 -0.095
C -0.826058 0.734016 0.679046 0.5 -0.8 1.5 -0.206
H 2.323267 -1.148313 1.426792 -1.1 0.7 -0.8 0.203
H 1.175084 -0.016860 -1.313016 1.8 -1.4 0.4 0.197
H 0.689385 -1.939841 -0.765354 0.6 2.0 -1.1 0.235
H -1.726120 -0.814625 -1.308710 2.8 0.3 -0.6 0.189
H -0.926796 1.416246 -3.031477 1.7 1.6 -0.4 0.381
H 0.000632 1.802978 -0.922387 -0.9 -2.0 0.5 0.163
H -0.561000 1.665921 1.302294 0.3 -1.7 -1.0 0.231
H -1.579315 0.200586 1.233146 -0.7 0.1 -0.2 0.225
```
Forces are in eV/Å.

ΔE to the lowest compared entry with this formula, charge and spin, kJ/mol: 811.9
Structure (SMILES): [H]/N=C/N1C[C@@H]2N[C@H]2C1
Calculated total energy, Ha: -359.8880
Total charge: 0
Kohn-Sham gap, eV: 9.099
Spin multiplicity: 1